9 unconnected molecules or ions with the total composition C5H25NO10, computed with wB97M-V/def2-TZVPD.

The value obtained for the HOMO energy is -9.55 eV. The value obtained for the energy above the lowest of the compared OMol25 structures with the same formula, charge and spin is 84.2 kcal per mole. As for the spin multiplicity: 1. As for the SMILES: O=CCCCNC=O.O.O.O.O.O.O.O.O. Its largest force on an atom is 5.138 eV/A. The total energy comes out at -1012.58905 Ha.

Structure (XYZ):
```
41
Properties=species:S:1:pos:R:3:forces:R:3
C 1.79594 -1.95208 -1.24642 -1.0570 -3.4476 1.4173
N 1.08298 -1.61404 -2.44616 1.3372 0.8035 1.2643
C 1.31290 -0.36471 -2.91927 -1.1732 -0.4156 -2.1876
O 0.55996 0.09924 -3.75462 0.1011 0.9440 -0.0182
C 0.97843 -1.73808 0.10522 1.7151 4.5755 -1.3890
C 1.87162 -1.02669 1.27572 -1.7286 -3.8011 -1.2582
C 3.31420 -1.54780 1.23932 0.8084 1.0925 3.5182
O 4.20829 -1.16230 2.00567 -1.6932 -0.0802 -1.4793
H 2.05258 -3.05473 -1.38639 -0.1138 1.1688 0.6474
H 2.73350 -1.46900 -1.10383 0.6603 0.8186 -0.7214
H 0.20927 -2.10935 -2.64866 0.1875 0.7602 -0.0410
H 2.28275 0.14741 -2.70520 -0.4953 -0.5125 0.6038
H 0.43897 -2.57892 0.37804 -1.1444 -1.4068 0.6528
H 0.33677 -0.80400 -0.16319 0.1693 -2.1575 0.4024
H 1.23458 -1.07751 2.20350 1.4325 -0.6558 -0.2922
H 1.70162 -0.04125 1.05072 0.8792 2.5464 -0.6496
H 3.56859 -2.41734 0.64554 -0.2861 -0.2556 -0.7157
H -2.60101 -1.07455 -2.70864 0.7517 -0.4804 -0.4944
H -1.94382 -1.40116 -4.06107 0.1178 -0.0138 0.2126
O -2.05083 -1.75582 -3.16922 -0.4787 0.1358 0.1918
H -2.27691 1.00490 -1.60793 -0.8948 -1.0292 0.3198
H -3.05678 1.27582 -2.82138 -0.4455 -1.1258 0.3117
O -3.00390 0.57693 -2.12352 0.9449 1.8353 -1.3808
H 3.26428 0.71588 2.87179 -0.4355 -0.2417 0.1173
H 2.77753 2.05503 2.42552 -0.0762 0.0310 0.0406
O 2.46007 1.26912 2.88346 0.8737 -0.0082 0.2588
H -1.06782 1.03198 2.60464 -2.4511 -2.2179 -0.3593
H 0.39993 1.11034 2.72593 1.2636 -0.6239 0.4235
O -0.38503 1.62860 2.70787 1.5241 2.9006 0.0573
H -2.98483 -0.14365 3.06405 0.7816 -0.0492 0.5100
H -2.96706 -0.31614 1.69095 -1.6819 -0.3442 -3.2709
O -2.33361 -0.25421 2.34895 0.5212 0.3310 2.6081
H 1.26472 2.21195 1.23753 -0.0901 0.3212 -0.4180
H 2.02595 3.47437 1.21444 0.8298 2.8575 1.8425
O 1.77504 2.80383 0.65633 -1.1100 -2.7826 -1.7412
H -1.29871 2.16612 -0.30280 3.9059 1.8463 -0.0491
H -2.25862 1.79685 0.93583 1.0877 0.2009 -2.2241
O -2.09919 1.83709 -0.06273 -4.1402 -1.4315 2.6843
H -4.33805 1.61962 -0.10877 0.2226 0.6068 -0.1048
H -4.34669 0.35749 -0.86083 0.9895 -0.9987 -2.4046
O -4.63761 0.72077 -0.07038 -1.6095 0.3041 3.1144
```
Forces are in eV/Å.

***

9 unconnected molecules or ions with the total composition C5H25NO8, computed with wB97M-V/def2-TZVPD.

The value obtained for the HOMO energy is -7.90 eV. The value obtained for the energy above the lowest of the compared OMol25 structures with the same formula, charge and spin is 36.3 kcal per mole. As for the spin multiplicity: 1. As for the SMILES: C=C/C=C/NC.O.O.O.O.O.O.O.O. Its largest force on an atom is 1.277 eV/A. The total energy comes out at -862.17595 Ha.

Structure (XYZ):
```
39
Properties=species:S:1:pos:R:3:forces:R:3
C 1.62191 0.83944 -2.69465 0.1447 0.3995 -0.1381
N 0.53126 0.02415 -2.16659 0.4512 0.2274 0.1211
C 0.50966 -0.23108 -0.80337 -0.8960 -0.4079 -0.8138
C -0.23153 -1.21953 -0.26678 0.3370 0.2474 0.3574
C -0.29186 -1.44372 1.16884 -0.3621 0.0517 0.4215
C -1.17322 -2.24589 1.76545 -0.1683 -0.2354 -0.1212
H 2.43721 0.95446 -1.96803 -0.2198 -0.0353 -0.1236
H 2.04497 0.37372 -3.58544 -0.0303 -0.0325 0.0422
H 1.27245 1.84251 -2.99265 0.1261 -0.2812 0.1546
H 0.34550 -0.79283 -2.73896 -0.1021 0.0315 0.2126
H 1.06790 0.47308 -0.20379 0.0558 0.0195 0.2243
H -0.70450 -1.96257 -0.90024 -0.1954 0.2018 -0.1502
H 0.43735 -0.92674 1.78808 -0.0773 0.0134 -0.0933
H -1.17882 -2.44461 2.82585 0.1486 0.1786 0.1331
H -1.92182 -2.79745 1.20404 0.0693 0.0435 -0.1301
H -2.91231 -0.50189 -0.59152 -0.1766 0.3451 0.1244
H -3.51573 0.57530 0.35563 0.0823 -0.1370 -0.2939
O -3.45296 0.30565 -0.58946 0.0475 -0.1706 0.4411
H -0.97648 1.60805 -1.87220 -0.3314 -0.1544 0.0962
H -2.40478 1.53873 -1.19034 0.4151 -0.0396 -0.3162
O -1.64603 2.14048 -1.40906 0.0526 0.1013 0.2252
H 1.59365 -2.12609 -0.04604 -0.0307 0.0052 -0.0525
H 2.62376 -1.75227 1.02610 -0.2269 -0.4013 -0.5738
O 2.44021 -2.40147 0.30773 0.7505 -0.0890 0.3370
H 1.73523 -3.02933 -2.85859 -0.2702 -0.1770 0.1035
H 0.27920 -3.60332 -3.01769 0.6160 0.4214 0.0075
O 0.82581 -2.80038 -3.09143 -0.3316 -0.2692 -0.1008
H 1.28092 2.25666 3.17212 -0.0737 0.0253 0.0820
H 0.57726 2.18419 1.78071 0.3906 0.0658 0.3489
O 1.42360 1.99539 2.25996 -0.3227 0.0452 -0.3624
H -2.30337 1.97515 1.79879 -0.0659 -0.2756 0.2779
H -2.76022 0.76550 2.68076 0.0201 0.2602 -0.2020
O -3.08806 1.47870 2.11450 -0.1643 -0.3109 -0.0604
H -1.13880 2.46053 0.12977 0.2105 0.2214 0.4462
H -1.07034 3.66435 1.11038 -0.0061 0.6763 0.0585
O -0.91763 2.72537 1.08983 -0.1164 -0.6725 -0.9102
H 2.22086 0.47838 2.12824 0.1007 -0.1663 0.0294
H 3.66290 -0.03379 2.17183 0.1098 -0.0729 0.0006
O 2.75689 -0.34683 2.10824 0.0398 0.3470 0.1972
```
Forces are in eV/Å.

***

8 unconnected molecules or ions with the total composition C5H25NO8, computed with wB97M-V/def2-TZVPD.

The value obtained for the HOMO energy is -8.91 eV. The value obtained for the energy above the lowest of the compared OMol25 structures with the same formula, charge and spin is 112.6 kcal per mole. As for the spin multiplicity: 1. As for the SMILES: CCN[C@H](C)C=O.O.O.O.O.O.O.O. Its largest force on an atom is 9.304 eV/A. The total energy comes out at -862.05433 Ha.

Structure (XYZ):
```
39
Properties=species:S:1:pos:R:3:forces:R:3
C 1.55729 1.46430 0.80516 3.0218 0.5531 0.3853
C 0.53130 1.23398 1.86437 1.2279 2.6737 1.3703
N -0.04260 -0.04947 1.64075 -3.3798 1.0130 -0.0826
C -2.03489 -1.36568 1.40683 -2.8686 -3.3909 -0.3176
C -1.35923 -0.11848 0.93708 -0.1056 0.1936 1.5983
C -1.47435 -0.08238 -0.57013 -1.0928 1.1143 -0.9892
O -2.47656 -0.35991 -1.21158 0.8273 -0.2767 1.0585
H 2.22869 2.36621 1.00927 -0.1478 -1.4613 0.5746
H 2.13142 0.48362 0.61838 -0.4978 1.9037 0.1358
H 1.18818 1.90031 -0.06927 -1.2137 -0.3633 -1.7754
H 1.10071 1.29380 2.85714 -0.9505 -0.5621 -0.9712
H -0.15188 2.15701 1.90754 0.3597 -1.8829 -0.1921
H 0.64627 -0.63501 1.25491 0.7476 -1.0862 -0.7405
H -3.21677 -1.31191 1.43779 2.4378 0.1548 0.2171
H -1.64586 -1.87981 2.32986 -0.4395 1.2350 -0.6398
H -1.90946 -2.17251 0.63020 -0.0026 0.6004 0.5245
H -2.03631 0.71641 1.29014 1.1525 -0.3624 -0.3504
H -0.69545 0.41394 -1.13835 1.0011 -0.0541 0.0391
H -0.57538 4.10064 -0.28729 -0.1425 -0.4197 -0.1312
H -1.54790 2.89775 -0.50764 0.6588 0.4619 -0.1550
O -0.62257 3.13218 -0.27087 -0.9014 0.1567 0.0305
H 0.81414 -3.40545 0.16286 0.6532 2.8332 0.1495
H -0.46664 -4.25328 0.74902 3.0652 0.6614 -1.6392
O 0.43996 -4.23934 0.23544 -3.6262 -3.3806 1.4675
H 3.12481 -2.05058 0.21159 3.5819 -2.4667 1.6534
H 2.47624 -1.70089 -1.22579 0.3412 -0.2142 1.7229
O 2.48198 -1.61653 -0.22535 -4.2015 2.4387 -3.4031
H 1.84765 -2.30325 -3.72620 -0.1796 0.6978 0.7244
H 2.93467 -1.42248 -3.38644 6.2325 1.2167 -1.5218
O 2.09742 -1.53467 -3.16548 -5.9366 -1.8740 0.8830
H 0.74105 1.83458 -3.55114 -1.3277 0.6310 1.2598
H -0.08126 1.85969 -2.10460 0.6196 1.4102 -2.7775
O -0.00055 2.28592 -3.04887 1.2912 -1.8195 1.2095
H -2.52015 1.37632 -2.61894 -0.0459 3.0011 0.4365
H -1.98254 2.74323 -3.03859 4.8978 2.7407 -5.0248
O -2.52548 2.40385 -2.46296 -5.3540 -5.7997 4.9251
H 0.04153 -0.78076 3.36803 -0.3195 0.4570 -0.7899
H 0.33268 -2.13293 3.95657 -0.3185 -1.1470 0.1372
O 0.64982 -1.24841 3.93656 0.9352 0.4132 0.9991
```
Forces are in eV/Å.

***

8 unconnected molecules or ions with the total composition C5H26N2O8, computed with wB97M-V/def2-TZVPD.

The value obtained for the HOMO energy is -9.28 eV. The value obtained for the energy above the lowest of the compared OMol25 structures with the same formula, charge and spin is 49.3 kcal per mole. As for the spin multiplicity: 1. As for the SMILES: CCCNC(=O)CN.O.O.O.O.O.O.O. Its largest force on an atom is 2.503 eV/A. The total energy comes out at -917.51627 Ha.

Structure (XYZ):
```
41
Properties=species:S:1:pos:R:3:forces:R:3
N -1.30354 1.88382 2.18537 0.0673 0.2700 0.9414
C -1.54686 1.35588 0.85322 1.1083 0.8372 0.0483
C -1.28228 -0.13656 0.67585 -1.0003 -1.4045 0.6518
N -1.05090 -0.75162 -0.51551 0.6829 1.7586 0.1740
C -0.55577 -0.10164 -1.75944 -2.2297 -0.3137 0.9450
C 0.07062 -1.15344 -2.64158 2.4280 0.0974 -0.5998
C 1.14334 -2.01499 -1.91383 0.7228 -0.2396 -0.4479
O -1.45386 -0.87890 1.65287 0.5413 0.4068 0.0371
H -2.07607 2.10437 2.79570 -0.4180 -0.3542 -0.4795
H -0.64789 1.35831 2.75055 0.1172 -0.3464 -0.3055
H -0.88589 2.01392 0.28127 -0.1557 -0.6695 -0.8734
H -2.55510 1.56653 0.50987 -0.1905 -0.1043 0.2635
H -0.90885 -1.73597 -0.38004 -0.2589 -0.3778 -0.2419
H 0.00400 0.78533 -1.47095 0.9015 -0.5769 -0.2766
H -1.46581 0.31864 -2.18925 0.0421 -0.2830 -0.7238
H -0.56312 -1.76469 -3.27664 -0.6898 0.0528 0.4950
H 0.71944 -0.64988 -3.36580 -0.5706 0.4220 -0.1772
H 1.15036 -3.09436 -2.09444 -0.9420 -0.0021 0.3697
H 2.13192 -1.82488 -2.34238 0.0218 0.5981 0.1449
H 1.21693 -1.79009 -0.85463 -0.0322 -0.2513 0.1058
H 0.62877 -1.77727 1.43652 -0.2521 -0.1347 0.2212
H 1.54421 -2.91122 1.94246 -0.1430 -0.0323 0.0710
O 1.54415 -1.99005 1.66937 0.1968 0.2457 -0.1785
H 1.80999 0.41509 4.09454 0.0780 -0.1105 -0.1117
H 1.47376 -0.25634 2.73525 0.1528 -0.3244 0.2109
O 1.16949 0.39258 3.37931 -0.1832 0.4168 -0.0049
H 3.74396 -1.76473 0.99610 0.0048 -0.0304 0.1043
H 3.83397 -1.30787 -0.42104 0.2055 -0.0179 -0.0701
O 4.39921 -1.57034 0.31598 -0.3180 0.0771 -0.0709
H 1.27194 2.58524 -0.48371 0.2267 -0.0632 0.2122
H 2.12489 1.36810 -0.11987 0.0583 0.0932 0.0314
O 1.72447 1.81635 -0.87147 0.0074 0.0542 -0.0714
H 0.44278 4.72317 0.43884 -0.1106 0.1144 0.4030
H 0.29501 3.67967 1.63590 -0.3610 0.1132 0.0268
O 0.52643 3.80743 0.71008 0.3467 -0.1829 -0.5404
H -3.15957 -3.45325 -1.18285 -0.5609 0.1190 -0.3088
H -3.37210 -2.84038 0.25079 -0.1535 0.0583 -0.2433
O -2.77324 -3.32248 -0.32474 0.8150 -0.2213 0.5564
H -3.07808 2.14724 -1.17244 0.5944 -0.4271 0.2933
H -1.68738 2.26300 -2.01505 0.0780 -0.4143 0.7266
O -2.60332 2.50629 -1.91416 -0.8277 1.1476 -1.3079
```
Forces are in eV/Å.

***

6 unconnected molecules or ions with the total composition C5H26N3O5, computed with wB97M-V/def2-TZVPD.

The value obtained for the HOMO energy is -11.80 eV. The value obtained for the energy above the lowest of the compared OMol25 structures with the same formula, charge and spin is 0.0 kcal per mole. As for the spin multiplicity: 1. Its net charge is +1. Its largest force on an atom is 0.958 eV/A. The total energy comes out at -746.37339 Ha.

Structure (XYZ):
```
39
Properties=species:S:1:pos:R:3:forces:R:3
N -1.13253 2.27524 -0.04470 -0.1145 0.2262 -0.0558
C -0.37623 1.08869 0.50639 -0.5258 -0.1487 0.2841
C -0.95463 0.71574 1.87724 0.4572 0.1543 0.1661
C 0.09620 0.02343 2.79629 -0.2171 -0.3491 0.1169
N -0.12779 -1.39023 3.06753 0.4360 0.3307 0.1096
C -0.40571 -0.06087 -0.51544 0.0253 0.6022 0.1224
N 0.84211 -0.81004 -0.40364 -0.1229 0.4203 -0.5011
C 1.08085 -1.66391 -1.56283 -0.2009 -0.4983 -0.2193
H -1.02191 2.37085 -1.08175 0.1539 0.0336 0.1241
H -2.12415 2.25331 0.18543 -0.0552 -0.2243 -0.0046
H -0.75268 3.13561 0.35743 0.1465 -0.0262 -0.1032
H 0.64463 1.42646 0.66417 0.0080 0.1284 -0.2720
H -1.30379 1.61503 2.39670 0.0044 0.0539 -0.1609
H -1.80849 0.05073 1.76092 -0.1226 -0.0279 -0.0528
H 1.10168 0.12585 2.38119 -0.0285 0.0653 -0.1565
H 0.13716 0.56146 3.74567 -0.0705 -0.1461 -0.0131
H -0.22144 -1.93898 2.22219 -0.2310 0.0299 0.1128
H -0.91957 -1.54759 3.67385 -0.0623 -0.0112 -0.0838
H -0.48931 0.33991 -1.53466 0.2702 -0.0008 0.1530
H -1.31742 -0.64036 -0.34354 0.1231 -0.3197 -0.0083
H 0.81191 -1.35827 0.43952 0.0885 -0.3179 0.1850
H 0.27501 -2.37869 -1.76763 -0.0851 0.1008 0.0929
H 1.19929 -1.05132 -2.46173 0.1217 0.0094 0.1677
H 1.97923 -2.25763 -1.40909 0.1435 0.1428 -0.0096
H -0.96445 -5.24905 -1.54737 -0.3672 0.4723 -0.1042
H -2.21392 -4.44389 -2.01188 -0.4002 -0.2280 -0.2667
O -1.37298 -4.36534 -1.57013 0.7682 -0.2866 0.2584
H 1.91744 4.39650 -0.41444 0.0664 -0.0604 0.0324
H 1.89950 2.83064 -0.57070 0.3353 0.1527 0.0331
O 1.33760 3.63577 -0.51361 -0.3619 0.1068 -0.0406
H -0.01482 2.50860 -3.39318 -0.3092 -0.0163 -0.0085
H 0.47034 3.33332 -2.19947 -0.4964 -0.0389 0.0914
O -0.33905 2.92452 -2.58431 0.7397 0.0507 -0.0793
H 3.67752 1.22361 -0.71136 -0.9551 0.0283 -0.0722
H 2.22362 0.55252 -0.66940 0.1794 -0.0746 0.1490
O 2.71789 1.39095 -0.81987 0.6929 -0.2661 -0.0015
H -1.76522 -3.47117 1.40413 0.1277 0.2280 -0.4690
H -1.35406 -3.31873 -0.09953 -0.1628 -0.0474 0.5192
O -1.43183 -2.83269 0.75160 0.0015 -0.2482 -0.0357
```
Forces are in eV/Å.

***

8 unconnected molecules or ions with the total composition C5H26NO8, computed with wB97M-V/def2-TZVPD.

The value obtained for the HOMO energy is -5.02 eV. The value obtained for the energy above the lowest of the compared OMol25 structures with the same formula, charge and spin is 68.4 kcal per mole. As for the spin multiplicity: 1. Its net charge is -1. Its largest force on an atom is 2.140 eV/A. The total energy comes out at -862.76014 Ha.

Structure (XYZ):
```
40
Properties=species:S:1:pos:R:3:forces:R:3
C -0.89992 -2.21396 -0.79738 0.3067 -0.7696 -0.2494
N -0.30719 -0.91782 -0.71327 1.2518 -0.4441 -0.0888
C 0.90809 -0.52779 -1.42126 0.0408 0.8849 -0.0861
C 1.97702 -0.09328 -0.41876 -0.2227 -0.0452 1.4169
C 1.52121 1.02426 0.63293 -1.2231 -1.0186 -1.0796
O 0.73657 2.02581 0.06683 -0.2747 -1.0038 0.9437
C -1.96427 -2.46768 -1.85369 -1.1178 -1.3671 0.8103
H -0.08408 -3.01090 -0.96490 -1.0793 1.0573 0.8231
H -1.51417 -2.34400 0.12575 0.9873 -0.3835 -0.0864
H -0.89607 -0.17019 -0.41775 -0.3632 0.2848 -0.1416
H 1.27170 -1.32676 -2.08331 -0.1182 -0.0604 0.3778
H 0.77458 0.33254 -2.05559 -0.7268 0.3501 -0.6004
H 1.93808 -1.00136 0.18868 1.3911 0.4191 0.2059
H 2.97413 0.17291 -0.81023 -0.4469 -0.4661 -0.2128
H 0.92952 0.34579 1.37332 0.8568 1.3677 -0.3942
H 2.38952 1.53512 1.07930 0.0170 -0.8836 0.3156
H -1.64691 -2.65771 -2.87132 0.0899 0.6673 -0.2981
H -2.45100 -3.42464 -1.53835 0.3581 0.3152 -0.2854
H -2.78337 -1.76501 -1.69106 0.1887 0.3960 -0.7584
H 1.48037 0.99754 3.89542 0.3164 0.0648 0.1994
H 0.81665 1.84058 2.89877 0.2027 0.4825 -0.2391
O 1.51653 1.90338 3.56391 -0.4898 -0.4227 0.1924
H 1.66387 2.73906 -1.98649 0.0018 0.0556 -0.0529
H 2.03697 3.18724 -0.65192 -0.2664 0.1207 -0.4601
O 2.23870 3.40301 -1.59028 0.2929 0.0422 0.1812
H 3.08656 -2.89582 0.88658 -0.1438 0.2441 0.0005
H 1.64122 -2.47843 0.55611 0.1158 0.0670 0.1052
O 2.21903 -3.23714 0.65545 0.3225 -1.0948 -0.3649
H -1.20339 2.63510 -1.49966 0.4090 -0.0406 0.1349
H -0.58131 1.70284 -0.28529 0.2648 1.6259 -1.3664
O -1.47672 1.93375 -0.90596 -0.4882 -0.8807 0.8401
H -3.35692 3.74105 -1.29541 -0.3453 0.1940 -0.1259
H -3.26053 2.68477 -0.31130 -0.1788 -0.0914 -0.0875
O -3.94133 3.27750 -0.68464 0.4225 -0.0112 0.1033
H 0.64007 -3.42506 2.53665 -0.1460 0.2972 -0.6753
H 0.12425 -2.03633 1.90906 -0.1672 -0.4277 -0.2007
O 0.55329 -2.47457 2.64962 -0.0542 0.4913 1.1605
H -2.97513 0.65095 0.90405 0.1927 0.2677 -0.2259
H -1.73278 1.50181 1.30445 -0.4258 -0.2093 -0.2126
O -2.36283 0.83342 1.62096 0.2489 -0.0750 0.4818
```
Forces are in eV/Å.